The following is a quantum chemistry calculation of C32H22Cl4N9O2SW as an isolated structure, from OMol25.

Computed properties:
total charge = +3
E = -4181.15493 a.u.
highest occupied orbital energy = -15.86 eV

Each line ends with the natural charge from an NBO analysis.
CARTESIAN COORDINATES (ANGSTROEM)
W: 0.135 0.465 -0.076  2.12
C: 3.409 1.991 2.436  -0.23
C: 2.845 2.556 3.583  -0.09
C: 1.479 2.586 3.684  -0.21
C: 0.675 2.037 2.674  0.40
N: 1.224 1.374 1.628  -0.55
C: 2.581 1.436 1.499  0.06
N: -0.659 2.317 2.797  -0.46
C: -1.562 2.086 1.932  0.48
N: -1.454 1.364 0.705  -0.67
C: -2.789 1.223 0.196  0.50
N: -3.226 0.331 -0.594  -0.44
C: -2.563 -0.791 -1.027  0.40
C: -3.338 -1.695 -1.758  -0.20
C: -2.832 -2.926 -2.101  -0.09
C: -1.547 -3.264 -1.676  -0.23
C: -0.816 -2.333 -0.987  0.06
N: -1.280 -1.091 -0.691  -0.55
C: -3.646 2.145 0.935  -0.11
C: -4.977 2.473 0.751  -0.14
C: -5.544 3.327 1.690  -0.15
C: -4.810 3.805 2.780  -0.15
C: -3.481 3.451 2.968  -0.16
C: -2.919 2.613 2.018  -0.04
H: 4.475 1.994 2.261  0.26
H: 3.465 3.000 4.350  0.26
H: 0.968 3.072 4.502  0.27
H: 3.001 1.040 0.588  0.21
H: -4.345 -1.398 -2.008  0.27
H: -3.432 -3.629 -2.664  0.26
H: -1.117 -4.234 -1.878  0.26
H: 0.179 -2.566 -0.643  0.20
H: -5.545 2.091 -0.086  0.25
H: -6.577 3.628 1.583  0.25
H: -5.294 4.462 3.489  0.25
H: -2.912 3.811 3.814  0.25
C: 3.846 -2.395 0.265  -0.71
C: 2.714 -1.529 -0.168  0.37
N: 1.777 -1.123 0.626  -0.30
N: 1.868 -1.507 1.945  -0.43
C: 0.747 -1.517 2.695  0.33
N: 0.793 -2.029 3.910  -0.71
S: -0.660 -0.866 2.036  0.11
C: 2.537 -1.111 -1.561  0.10
C: 3.472 -1.355 -2.546  -0.16
C: 3.167 -1.024 -3.866  -0.10
C: 1.921 -0.507 -4.140  -0.18
C: 1.039 -0.266 -3.090  0.10
N: 1.341 -0.520 -1.817  -0.47
H: 3.495 -3.195 0.920  0.26
H: 4.594 -1.804 0.803  0.28
H: 4.337 -2.871 -0.576  0.28
H: 2.740 -1.898 2.276  0.43
H: 1.610 -2.491 4.284  0.43
H: -0.030 -2.005 4.496  0.45
H: 4.426 -1.800 -2.308  0.26
H: 3.889 -1.200 -4.653  0.27
H: 1.608 -0.279 -5.150  0.27
H: 0.049 0.115 -3.289  0.25
Cl: 1.384 5.879 -3.991  0.15
C: 0.688 4.481 -3.310  -0.08
C: -0.548 4.005 -3.797  -0.06
Cl: -1.345 4.838 -5.049  0.16
C: -1.140 2.854 -3.267  -0.11
Cl: -2.621 2.212 -3.823  0.11
C: -0.456 2.224 -2.240  0.26
O: -0.821 1.072 -1.622  -0.68
C: 0.738 2.701 -1.750  0.17
O: 1.171 1.961 -0.697  -0.62
C: 1.357 3.826 -2.272  -0.07
Cl: 2.853 4.345 -1.642  0.12

Cartesian forces, eV/Å:
0.190 -0.527 0.212
-0.061 -0.069 -0.095
-0.011 0.012 -0.004
0.027 -0.054 -0.025
-0.107 -0.013 0.093
0.180 0.324 0.057
0.018 0.056 0.117
-0.018 -0.064 -0.094
0.004 0.019 -0.077
-0.291 0.084 0.418
0.090 0.062 0.003
0.039 0.016 -0.019
-0.065 0.103 0.010
0.059 -0.071 -0.014
-0.047 0.020 -0.005
0.140 0.075 0.093
-0.129 -0.078 0.080
-0.112 -0.153 -0.279
-0.116 -0.028 -0.097
0.075 0.022 0.036
0.022 0.021 0.045
-0.027 -0.009 -0.035
-0.032 -0.043 -0.071
0.042 0.072 0.134
0.008 0.019 0.019
0.019 -0.007 0.002
-0.008 0.001 0.002
-0.010 -0.010 0.002
0.000 0.032 0.012
-0.002 -0.012 -0.001
-0.008 -0.008 -0.014
0.008 -0.001 -0.020
0.001 -0.007 -0.015
-0.011 -0.006 -0.009
0.004 0.004 0.010
0.018 -0.007 0.007
-0.031 -0.030 0.015
-0.146 0.003 -0.017
0.223 0.270 -0.142
-0.029 -0.002 0.011
0.095 0.002 0.012
0.043 0.008 -0.052
-0.081 -0.200 0.207
-0.016 0.082 0.002
-0.096 0.008 0.048
0.004 0.000 0.002
-0.028 0.007 0.023
-0.006 -0.093 0.010
-0.014 -0.025 -0.176
0.017 -0.008 -0.008
0.011 -0.009 0.019
0.017 0.024 -0.004
-0.003 0.049 0.022
-0.012 -0.014 0.008
-0.001 0.012 -0.003
0.008 0.003 0.003
-0.002 0.004 -0.016
0.011 -0.003 -0.014
0.008 -0.007 -0.005
-0.002 -0.017 0.010
0.159 0.071 0.037
-0.095 0.062 -0.106
0.042 -0.033 0.061
0.218 -0.155 0.158
-0.003 -0.017 0.000
-0.198 -0.110 -0.030
-0.234 0.309 -0.529
0.398 -0.194 0.234
-0.008 0.166 -0.218
-0.130 0.058 -0.036
-0.008 0.005 -0.004

---

The following is a quantum chemistry calculation of one molecule with the formula CH2N4O in a non-equilibrium geometry, from OMol25.

Computed properties:
total charge = 0
E = -333.49891 a.u.
SMILES = O=c1[nH]nn[nH]1
highest occupied orbital energy = -10.26 eV

Each line ends with the natural charge from an NBO analysis.
CARTESIAN COORDINATES (ANGSTROEM)
O: -1.343 -1.556 0.410  -0.57
C: -0.613 -0.625 0.144  0.72
N: -0.681 0.386 -0.851  -0.50
N: 0.427 1.231 -0.681  -0.06
N: 1.134 0.851 0.269  0.00
N: 0.512 -0.195 0.843  -0.45
H: -0.338 0.485 -1.826  0.46
H: 0.902 -0.576 1.690  0.43

Cartesian forces, eV/Å:
0.653 0.978 -0.534
0.059 -0.622 -0.017
1.110 1.160 -0.489
0.998 0.817 1.150
-0.262 0.333 0.509
-0.100 -0.359 0.176
-2.279 -2.144 -0.688
-0.178 -0.163 -0.106

---

The following is a quantum chemistry calculation of an isolated ion of composition C5H10NO2 and charge -1 in a non-equilibrium geometry, from OMol25.

Computed properties:
total charge = -1
E = -401.71779 a.u.
SMILES = [H]/N=C(\[O-])CCCCO
highest occupied orbital energy = -3.38 eV

Each line ends with the natural charge from an NBO analysis.
CARTESIAN COORDINATES (ANGSTROEM)
C: -0.550 -1.299 1.208  -0.08
O: -0.577 -2.388 0.136  -0.81
C: 0.805 -0.629 0.977  -0.41
C: 0.871 0.991 0.702  -0.38
C: -0.067 1.540 -0.343  -0.48
C: -0.490 0.817 -1.589  0.57
N: -0.647 -0.490 -1.735  -0.94
O: -1.005 1.675 -2.481  -0.84
H: -0.491 -1.810 2.083  0.16
H: -1.515 -0.737 0.998  0.19
H: 1.466 -1.125 0.173  0.22
H: 1.270 -0.778 1.845  0.17
H: 0.691 1.535 1.559  0.18
H: 1.901 1.187 0.363  0.18
H: 0.493 2.365 -0.721  0.22
H: -1.036 1.936 0.232  0.19
H: -0.828 -0.782 -2.705  0.34
H: -0.292 -2.007 -0.701  0.51

Cartesian forces, eV/Å:
-0.270 -0.173 -6.837
-0.507 -0.797 3.021
-0.715 2.895 -3.497
0.594 -3.928 -1.725
-1.555 0.313 1.559
-3.883 0.982 -3.864
1.947 0.040 0.628
1.956 -1.557 1.913
-0.493 -1.440 2.684
1.434 -0.139 0.736
-1.583 0.599 1.110
2.514 -0.404 3.574
-0.143 0.979 2.200
-0.140 -0.121 0.299
-0.318 1.148 -0.362
1.838 -0.734 -1.580
-0.357 0.959 0.497
-0.319 1.377 -0.357

---

Look up the total charge of the third one. -1

---

Among the records above, which one has the highest E? CH2N4O